207
Properties=species:S:1:pos:R:3 method="wB97M-V/def2-TZVPD" smiles="CN(C)P(=O)(N(C)C)N(C)C.CN(C)P(=O)(N(C)C)N(C)C.CN(C)P(=O)(N(C)C)N(C)C.CCOC(=O)OC.CCOC(=O)OC.CCOC(=O)OC.CCOC(=O)OC.CCOC(=O)OC.CCOC(=O)OC.CCOC(=O)OC.CCOC(=O)OC" total_charge=0 energy_ha=-5524.4547 max_force_ha_per_bohr=0.0698
C 4.24 4.76 -2.17
N 3.64 4.54 -0.87
C 2.20 4.91 -0.92
P 4.61 4.92 0.43
O 4.87 6.31 0.74
N 3.72 4.14 1.59
C 2.99 2.88 1.47
C 3.78 4.67 2.96
N 6.06 4.19 0.18
C 6.18 2.74 -0.05
C 7.34 4.83 -0.10
H 5.34 4.64 -2.15
H 4.09 5.82 -2.35
H 3.91 4.14 -3.00
H 1.78 4.89 0.07
H 1.63 4.23 -1.59
H 2.10 5.93 -1.28
H 2.92 2.59 0.43
H 3.52 2.09 2.03
H 1.93 2.94 1.82
H 4.42 5.56 3.05
H 2.74 4.93 3.28
H 4.16 3.95 3.70
H 6.42 2.44 -1.08
H 6.95 2.27 0.60
H 5.21 2.31 0.18
H 7.71 4.59 -1.09
H 8.08 4.52 0.66
H 7.24 5.93 -0.04
C -0.27 3.32 -5.84
N -0.61 3.72 -4.51
C -0.39 2.65 -3.58
P -0.78 5.31 -4.03
O -0.73 5.38 -2.56
N 0.35 6.00 -4.93
C 1.71 5.39 -4.93
C 0.46 7.44 -4.98
N -2.16 6.03 -4.54
C -3.35 5.64 -3.71
C -2.43 6.24 -5.99
H -0.93 2.48 -6.21
H 0.79 3.00 -5.99
H -0.53 4.14 -6.56
H 0.70 2.43 -3.46
H -0.83 1.72 -3.92
H -0.71 2.96 -2.58
H 2.32 5.92 -4.20
H 1.65 4.37 -4.55
H 2.15 5.52 -5.94
H 1.30 7.71 -5.62
H -0.41 7.89 -5.43
H 0.66 7.93 -3.99
H -3.85 4.69 -3.99
H -3.04 5.63 -2.69
H -4.04 6.50 -3.80
H -1.58 6.56 -6.57
H -3.27 6.91 -6.11
H -2.77 5.30 -6.51
C -3.86 2.38 6.39
N -2.69 2.14 5.62
C -1.83 1.14 6.24
P -1.90 3.51 5.09
O -0.53 3.12 4.67
N -2.95 4.10 3.96
C -3.73 3.19 3.14
C -2.50 5.27 3.27
N -1.91 4.70 6.23
C -0.63 5.04 6.89
C -2.93 5.67 6.42
H -4.55 3.13 5.95
H -3.52 2.73 7.39
H -4.40 1.45 6.51
H -2.00 1.08 7.31
H -0.79 1.23 5.92
H -2.12 0.16 5.91
H -4.76 3.54 3.13
H -3.32 3.15 2.12
H -3.69 2.17 3.56
H -1.75 5.00 2.50
H -3.36 5.74 2.75
H -2.12 6.07 3.91
H 0.12 4.28 6.70
H -0.29 5.99 6.46
H -0.74 5.09 8.00
H -3.05 5.82 7.52
H -3.83 5.26 5.97
H -2.71 6.65 5.98
C -1.00 -7.60 4.55
C -1.34 -6.52 3.59
O -0.14 -6.15 2.97
C -0.26 -5.30 1.99
O -1.30 -4.79 1.63
O 0.93 -5.17 1.44
C 1.02 -4.24 0.39
H -0.40 -7.29 5.40
H -0.43 -8.35 4.00
H -1.94 -8.00 4.93
H -1.73 -5.59 4.05
H -2.10 -6.81 2.84
H 1.62 -4.65 -0.40
H 1.45 -3.29 0.73
H 0.03 -4.03 -0.06
C 2.43 0.19 4.02
C 2.02 -1.14 4.62
O 0.89 -0.89 5.59
C 0.32 -1.99 6.14
O -0.71 -1.93 6.72
O 1.03 -3.11 5.99
C 0.53 -4.32 6.58
H 3.15 -0.01 3.23
H 2.81 0.82 4.84
H 1.57 0.73 3.61
H 2.80 -1.70 5.09
H 1.61 -1.77 3.81
H 1.04 -4.42 7.54
H 0.68 -5.15 5.92
H -0.52 -4.19 6.86
C 2.39 -0.29 -5.69
C 1.30 -1.13 -6.24
O 0.12 -1.08 -5.40
C -0.74 -2.05 -5.68
O -0.64 -2.85 -6.57
O -1.78 -1.89 -4.92
C -2.74 -2.87 -5.07
H 2.66 -0.48 -4.66
H 2.26 0.78 -5.77
H 3.22 -0.36 -6.39
H 1.58 -2.17 -6.33
H 1.08 -0.83 -7.26
H -3.44 -2.85 -4.22
H -2.39 -3.87 -5.10
H -3.31 -2.74 -6.01
C 4.68 -2.72 0.94
C 4.46 -3.30 -0.50
O 4.03 -4.64 -0.43
C 5.01 -5.50 0.00
O 6.12 -5.16 0.39
O 4.43 -6.68 0.19
C 5.14 -7.67 0.87
H 4.74 -1.62 0.90
H 5.55 -3.06 1.49
H 3.77 -2.95 1.50
H 5.25 -3.17 -1.23
H 3.62 -2.79 -1.00
H 5.29 -7.19 1.85
H 6.09 -7.95 0.38
H 4.47 -8.53 0.95
C -3.39 -1.85 -1.55
C -3.37 -3.09 -0.75
O -3.70 -4.22 -1.58
C -2.67 -4.76 -2.29
O -1.53 -4.27 -2.30
O -3.06 -5.80 -2.95
C -2.05 -6.49 -3.74
H -2.62 -1.91 -2.31
H -3.27 -1.02 -0.88
H -4.35 -1.65 -2.00
H -4.16 -3.11 0.01
H -2.43 -3.31 -0.31
H -2.02 -6.00 -4.71
H -2.28 -7.55 -3.86
H -1.05 -6.52 -3.30
C 5.04 -8.49 -4.97
C 3.76 -8.04 -4.30
O 3.68 -6.64 -4.20
C 2.52 -6.07 -3.93
O 1.43 -6.60 -3.86
O 2.68 -4.76 -3.87
C 1.43 -4.06 -3.73
H 4.95 -9.58 -5.01
H 5.91 -8.33 -4.30
H 5.27 -7.98 -5.90
H 3.70 -8.53 -3.31
H 2.86 -8.38 -4.81
H 0.78 -4.26 -4.60
H 1.67 -3.02 -3.91
H 0.95 -4.26 -2.77
C -10.64 0.05 0.99
C -9.52 1.09 1.27
O -8.27 0.54 1.01
C -7.50 0.18 2.05
O -7.78 0.41 3.19
O -6.46 -0.53 1.66
C -5.54 -0.98 2.62
H -10.73 -0.16 -0.06
H -11.62 0.40 1.32
H -10.34 -0.83 1.53
H -9.50 1.53 2.27
H -9.55 1.90 0.56
H -5.57 -0.41 3.52
H -4.51 -0.90 2.22
H -5.75 -2.03 2.84
C 1.21 -0.66 -2.00
C 0.00 -0.26 -1.19
O 0.11 -0.78 0.14
C -0.78 -0.33 0.99
O -1.64 0.50 0.73
O -0.43 -0.84 2.15
C -1.39 -0.39 3.20
H 2.10 -0.12 -1.66
H 0.96 -0.34 -3.02
H 1.38 -1.73 -1.93
H -0.98 -0.62 -1.57
H -0.17 0.82 -1.07
H -1.26 0.66 3.43
H -1.21 -1.03 4.04
H -2.41 -0.58 2.90

=====

16
Properties=species:S:1:pos:R:3 method="wB97M-V/def2-TZVPD" smiles="N=C(N)N.NC(=O)O" total_charge=0 energy_ha=-450.4973 max_force_ha_per_bohr=0.1412
N 0.86 1.21 -0.84
C 1.01 0.16 -0.05
N 1.67 -0.95 -0.54
N 1.13 0.24 1.33
H 0.74 2.06 -0.29
H 1.29 -1.80 -0.15
H 1.60 -0.97 -1.55
H 0.85 1.14 1.71
H 2.05 -0.03 1.66
N -2.03 -0.62 0.63
C -1.38 0.18 -0.25
O -1.43 1.46 -0.14
O -1.35 -0.39 -1.48
H -1.97 -0.37 1.60
H -2.16 -1.58 0.37
H -0.89 0.27 -2.03